Density functional theory data (wB97M-V/def2-TZVPD) for a cluster of 2 separate species, C5H15N3O in total.

```
24
Properties=species:S:1:pos:R:3:mulliken_charge:R:1
C -1.37137 0.23296 -0.49036 -0.168
C -0.81170 1.81222 1.56623 -0.750
N -1.62106 0.70490 1.03119 -0.260
N -2.53802 0.20279 -1.30516 -0.591
N -0.82861 -1.01755 -0.09963 -0.710
H -2.61590 0.84222 1.19254 0.261
H -0.67751 0.98382 -0.89832 0.288
H -2.92521 1.10182 -1.56006 0.217
H -3.24008 -0.45310 -0.98818 0.292
H -1.05810 -1.76550 -0.74514 0.119
H -1.26305 -0.43993 1.14222 0.467
H -0.92545 1.86130 2.64992 0.315
H 0.23119 1.63038 1.31240 0.258
H -1.11344 2.76836 1.13268 0.299
C 2.25647 -1.03659 0.87914 -1.304
C 1.94319 -0.97914 -1.67267 -1.262
C 1.90730 -0.23770 -0.35512 1.114
O 1.71681 0.96446 -0.31286 -0.617
H 2.97808 -0.98792 -2.03388 0.421
H 3.22669 -1.52573 0.74575 0.400
H 1.49944 -1.80635 1.02663 0.287
H 2.29519 -0.38428 1.75024 0.315
H 1.32589 -0.46180 -2.40444 0.304
H 1.60923 -2.00962 -1.56313 0.305
```

Summary:
- energy (eV) = -11943.9618
- LUMO level (eV) = 0.894
- energy relative to the best compared isomer or geometry (same formula, charge and spin) (kJ/mol) = 269.0


Density functional theory data (wB97M-V/def2-TZVPD) for a structure of composition ClH6NSi2 in a non-equilibrium geometry.

```
10
Properties=species:S:1:pos:R:3:mulliken_charge:R:1
N 0.61003 -0.64812 0.40554 -0.442
Si 1.37220 0.75760 0.01296 0.262
Si -1.74130 -0.67744 -0.21829 0.664
Cl -2.76729 0.86740 0.48438 -0.120
H 0.77459 -1.34976 1.16757 0.223
H 0.48858 1.85307 -0.47501 -0.162
H 2.02517 0.72995 -1.26487 -0.131
H 2.25322 1.13612 1.18382 -0.146
H -1.36468 -0.70161 -1.56738 -0.065
H -1.65052 -1.96722 0.27128 -0.082
```

Summary:
- energy (eV) = -29863.7980
- LUMO level (eV) = -0.175
- energy relative to the best compared isomer or geometry (same formula, charge and spin) (kJ/mol) = 264.3